Run w
{"formula": "C33H31AsBrIN5O7STi", "method": "ωB97M-V/def2-TZVPD", "species": ["Ti", "Br", "C", "C", "C", "C", "O", "C", "C", "N", "C", "C", "C", "C", "C", "C", "C", "C", "N", "C", "C", "H", "H", "H", "H", "H", "H", "H", "H", "H", "H", "C", "C", "N", "C", "C", "C", "C", "C", "C", "C", "C", "C", "N", "C", "H", "H", "H", "H", "H", "H", "H", "H", "C", "As", "C", "C", "O", "H", "H", "H", "H", "H", "H", "H", "H", "H", "O", "S", "O", "O", "O", "N", "C", "O", "C", "I", "H", "H", "H", "H"], "coordinates": [[0.1656, 0.0968, 0.3725], [-4.4418, -3.6951, 4.3777], [-2.9133, -2.9813, 3.4992], [-1.8970, -2.3999, 4.2556], [-0.7855, -1.8800, 3.6280], [-0.6798, -1.8941, 2.2308], [0.3645, -1.3871, 1.6191], [-1.7019, -2.5143, 1.4850], [-1.6112, -2.5918, 0.0399], [-0.6959, -2.0290, -0.6575], [-0.6404, -2.2497, -2.0573], [-1.3606, -3.1823, -2.7554], [-1.2482, -3.2879, -4.1595], [-0.3864, -2.4892, -4.8512], [0.4177, -1.5545, -4.1553], [1.3800, -0.7335, -4.7942], [2.1381, 0.1097, -4.0454], [1.9092, 0.1759, -2.6503], [1.0019, -0.5309, -2.0386], [0.2783, -1.4228, -2.7641], [-2.8155, -3.0557, 2.1311], [-1.9868, -2.3575, 5.3327], [0.0135, -1.4235, 4.1970], [-2.3965, -3.1867, -0.4362], [-2.0272, -3.8635, -2.2435], [-1.8580, -4.0125, -4.6837], [-0.2885, -2.5744, -5.9268], [1.5104, -0.8032, -5.8678], [2.9124, 0.7213, -4.4863], [2.5110, 0.8243, -2.0252], [-3.5983, -3.5292, 1.5508], [1.5830, 4.2089, -0.7337], [1.3969, 2.8700, -0.3698], [0.4795, 2.0929, -0.9113], [-0.3214, 2.6135, -1.8680], [-0.1607, 3.9215, -2.3409], [0.8131, 4.7299, -1.7351], [-0.9926, 4.4156, -3.4054], [-1.9778, 3.6598, -3.9201], [-2.2449, 2.3525, -3.3842], [-3.3453, 1.5869, -3.7973], [-3.6038, 0.3957, -3.1753], [-2.7236, -0.0400, -2.1761], [-1.6468, 0.6196, -1.8224], [-1.4204, 1.8201, -2.3828], [2.3323, 4.7998, -0.2248], [2.0290, 2.4124, 0.3819], [0.9287, 5.7576, -2.0597], [-0.8143, 5.4199, -3.7709], [-2.6072, 4.0304, -4.7202], [-3.9936, 1.9661, -4.5785], [-4.4652, -0.2044, -3.4348], [-2.9286, -0.9550, -1.6332], [-0.8114, 4.0515, 3.1031], [0.1096, 2.3550, 3.0544], [1.8884, 3.1418, 3.2330], [0.0615, 1.5621, 4.8029], [0.5985, 1.2364, 1.8531], [-0.3966, 4.5732, 3.9652], [-1.8820, 3.9054, 3.1891], [-0.5989, 4.5851, 2.1811], [1.9692, 3.6744, 4.1821], [2.0881, 3.8376, 2.4169], [2.6250, 2.3386, 3.1919], [0.1611, 2.3554, 5.5423], [0.9053, 0.8769, 4.8703], [-0.8755, 1.0298, 4.9363], [-1.5853, 2.6867, 0.8274], [-2.2905, 1.5431, 1.3950], [-3.6989, 1.5469, 1.1157], [-1.6673, 0.2468, 0.7956], [-1.9502, 1.4393, 2.8542], [3.0533, -0.5605, 2.2258], [3.1057, 0.1295, 1.0120], [2.0225, 0.0413, 0.2204], [4.1662, 0.8606, 0.6490], [6.0841, -1.1017, -0.9761], [2.2659, -1.1810, 2.3186], [3.9439, -0.8903, 2.5557], [4.9573, 1.0629, 1.3542], [4.1210, 1.4754, -0.2363]], "lumo_energy_ev": 1.30, "charge": -1, "gap_ev": 4.25}

Run x
{"formula": "C33H31AsBrIN5O7STi", "method": "ωB97M-V/def2-TZVPD", "species": ["Ti", "Br", "C", "C", "C", "C", "O", "C", "C", "N", "C", "C", "C", "C", "C", "C", "C", "C", "N", "C", "C", "H", "H", "H", "H", "H", "H", "H", "H", "H", "H", "C", "C", "N", "C", "C", "C", "C", "C", "C", "C", "C", "C", "N", "C", "H", "H", "H", "H", "H", "H", "H", "H", "C", "As", "C", "C", "O", "H", "H", "H", "H", "H", "H", "H", "H", "H", "O", "S", "O", "O", "O", "N", "C", "O", "C", "I", "H", "H", "H", "H"], "coordinates": [[-1.0742, 0.5921, 0.0732], [-5.4778, 3.0668, 5.1814], [-4.6959, 2.3224, 3.6186], [-4.9790, 2.8857, 2.3743], [-4.4278, 2.3496, 1.2315], [-3.5566, 1.2498, 1.3035], [-3.0355, 0.7130, 0.2290], [-3.2773, 0.7000, 2.5710], [-2.4630, -0.4947, 2.6617], [-1.6460, -0.8856, 1.7581], [-0.9804, -2.1214, 1.9629], [-0.3182, -2.4132, 3.1217], [0.3325, -3.6561, 3.2811], [0.3594, -4.5616, 2.2643], [-0.3027, -4.2773, 1.0457], [-0.3254, -5.1690, -0.0478], [-1.0199, -4.8358, -1.1733], [-1.7071, -3.6018, -1.2050], [-1.7038, -2.7485, -0.2171], [-0.9992, -3.0616, 0.8958], [-3.8682, 1.2306, 3.7204], [-5.6356, 3.7433, 2.3117], [-4.6399, 2.7682, 0.2565], [-2.6030, -1.1175, 3.5480], [-0.2600, -1.6655, 3.9032], [0.8429, -3.8697, 4.2118], [0.8907, -5.4998, 2.3702], [0.2160, -6.1054, 0.0218], [-1.0533, -5.4929, -2.0321], [-2.2737, -3.3105, -2.0856], [-3.6621, 0.7863, 4.6863], [4.4344, -1.6206, 3.1844], [3.2605, -2.2798, 2.7974], [2.7750, -2.2774, 1.5793], [3.4443, -1.5864, 0.6373], [4.6470, -0.9101, 0.9133], [5.1325, -0.9368, 2.2285], [5.3468, -0.2122, -0.1249], [4.8715, -0.1995, -1.3835], [3.6394, -0.8595, -1.7068], [3.1151, -0.8181, -3.0056], [1.9147, -1.4115, -3.2596], [1.2440, -2.0279, -2.1923], [1.7054, -2.1009, -0.9614], [2.9054, -1.5344, -0.7136], [4.7628, -1.6554, 4.2146], [2.6968, -2.8387, 3.5389], [6.0465, -0.4056, 2.4682], [6.2649, 0.3041, 0.1302], [5.3960, 0.3265, -2.1726], [3.6606, -0.2979, -3.7847], [1.4561, -1.3777, -4.2377], [0.2595, -2.4476, -2.3592], [-1.8635, 4.1455, -2.7107], [-0.5817, 3.6640, -1.3833], [1.0971, 3.2411, -2.1802], [-0.5028, 5.1392, -0.1625], [-1.3231, 2.3604, -0.5963], [-1.5389, 5.0486, -3.2268], [-2.8202, 4.2965, -2.2128], [-1.9088, 3.3472, -3.4512], [1.0487, 3.5339, -3.2310], [1.2268, 2.1654, -2.0819], [1.8816, 3.7536, -1.6297], [-0.7304, 6.0511, -0.7134], [0.4719, 5.1833, 0.3106], [-1.2619, 4.9549, 0.5961], [0.9127, 0.7920, -0.0274], [1.1056, 1.6514, 1.2385], [1.3073, 3.0305, 0.8415], [-0.3061, 1.4514, 1.7974], [2.1081, 1.1066, 2.1049], [-2.8389, -0.4702, -2.8790], [-1.5273, 0.0066, -2.7812], [-1.0276, -0.1822, -1.5391], [-0.8004, 0.5638, -3.7488], [-0.0992, 3.6975, -5.9983], [-3.3420, -0.3514, -2.0102], [-3.3350, -0.0987, -3.6725], [-1.2205, 0.7585, -4.7235], [0.2335, 0.8068, -3.5618]], "lumo_energy_ev": 1.63, "charge": -1, "gap_ev": 5.94}

What should be chosen as the least stable of them? Choose run w.

Run w
{"formula": "C3H3Br2Cl", "method": "ωB97M-V/def2-TZVPD", "species": ["C", "C", "C", "Cl", "Br", "Br", "H", "H", "H"], "coordinates": [[-1.5227, -0.0864, 1.0607], [-3.1899, -0.1338, -0.7266], [-0.2362, 0.3016, 0.3338], [-4.5700, -0.9484, -0.2599], [-1.7162, -1.8236, 1.6969], [-3.5978, 1.5488, -1.4549], [0.6950, 0.4603, 0.9780], [0.1909, -0.5527, -0.2355], [-0.2788, 1.1582, -0.3935]], "lumo_energy_ev": [-1.33, -1.39], "charge": 0, "gap_ev": [7.19, 6.79]}

Run x
{"formula": "C3H3Br2Cl", "method": "ωB97M-V/def2-TZVPD", "species": ["C", "C", "C", "Cl", "Br", "Br", "H", "H", "H"], "coordinates": [[-0.1909, -0.4939, -0.6746], [1.8296, 1.0524, 0.8164], [-1.4479, 0.1664, -0.1848], [2.2300, -0.3452, 1.6252], [-0.2073, -2.3791, -0.3679], [2.8035, 1.2727, -0.7035], [-1.9959, -0.5333, 0.5577], [-1.0464, 1.1347, 0.1627], [-1.9747, 0.1254, -1.2311]], "lumo_energy_ev": -1.20, "charge": 0, "gap_ev": 7.69}

What should be chosen as the least stable of them? Choose run x.